A cluster of 2 separate species, C2H7NS in total. Source: the Open Molecules 2025 dataset; level of theory: ωB97M-V/def2-TZVPD.

The geometry in XYZ format:
```
11
C2H7NS (ωB97M-V/def2-TZVPD)
C 0.066 -1.019 0.690
H 0.424 -1.993 0.993
S 0.273 2.777 0.971
N 0.031 -1.570 -1.693
C -0.201 -0.767 -0.589
H 0.674 -2.334 -1.587
H -0.465 2.036 1.804
H -0.275 -0.320 1.423
H -0.494 0.236 -0.876
H -0.096 3.982 1.403
H 0.064 -1.028 -2.537
```

Computed properties:
* energy above the lowest of the compared OMol25 structures with the same formula, charge and spin: 69.42 kJ/mol
* structure (SMILES): C=CN.S

***

A structure of composition H6O3 in a non-equilibrium geometry. Source: the Open Molecules 2025 dataset; level of theory: ωB97M-V/def2-TZVPD.

The geometry in XYZ format:
```
9
H6O3 (ωB97M-V/def2-TZVPD)
H -0.235 0.482 -1.208
O 0.186 0.992 -0.507
O -0.141 -3.338 0.158
H 0.601 2.560 1.006
H 0.046 -3.317 -0.787
H 0.538 -3.920 0.519
O -0.138 2.404 0.407
H -0.812 2.002 0.967
H 0.603 1.727 -0.970
```

Computed properties:
* energy above the lowest of the compared OMol25 structures with the same formula, charge and spin: 426.54 kJ/mol

***

The ion C6H16N with charge +1 in a non-equilibrium geometry. Source: the Open Molecules 2025 dataset; level of theory: ωB97M-V/def2-TZVPD.

The geometry in XYZ format:
```
23
C6H16N (ωB97M-V/def2-TZVPD)
C 1.670 -0.149 -1.283
H 0.815 -0.654 -1.725
H -3.557 0.699 0.232
H 1.419 1.583 -2.471
H 0.151 0.809 0.805
H -0.808 -1.326 -0.407
C 0.519 -0.201 1.005
C -1.953 -0.557 1.140
H -1.797 -0.034 2.094
C 1.829 -0.431 0.234
H 2.180 1.860 -1.033
H 2.589 -0.424 -1.795
H 2.605 0.240 0.607
H 2.141 -1.473 0.224
C -2.489 0.490 0.175
N 1.442 1.318 -1.497
H -0.434 -2.092 1.220
H 0.566 1.588 -1.056
H -2.677 -1.324 1.411
C -0.602 -1.182 0.651
H -2.327 0.137 -0.852
H 0.728 -0.347 2.061
H -2.010 1.471 0.259
```

Computed properties:
* energy above the lowest of the compared OMol25 structures with the same formula, charge and spin: 41.07 kJ/mol
* total charge: +1
* structure (SMILES): CCCCCC[NH3+]

***

A cluster of 10 separate species, C5H31N2O9 in total in a non-equilibrium geometry. Source: the Open Molecules 2025 dataset; level of theory: ωB97M-V/def2-TZVPD.

The geometry in XYZ format:
```
47
C5H31N2O9 (ωB97M-V/def2-TZVPD)
H -0.050 -3.190 -2.068
H 1.065 2.535 -0.919
H 1.357 -1.133 2.355
H 0.166 -4.259 -0.938
C -1.570 1.006 -0.820
C -2.001 1.868 2.961
O 0.980 -1.440 3.201
H 1.619 -2.154 3.342
H -1.914 2.780 0.297
H 3.658 2.097 1.075
O 2.552 0.250 -2.780
H -0.153 0.268 -1.978
O 0.859 -2.366 -3.274
H -0.020 -2.110 -0.268
O 3.139 1.380 0.671
N -1.295 -0.279 1.961
O 0.549 -1.380 0.103
H 4.703 -0.884 -0.378
H -1.291 -0.777 1.083
N -0.199 0.788 -1.108
H 1.613 -1.763 -3.328
H 3.461 -0.058 -0.186
H -2.486 0.527 -2.707
H -2.155 -0.606 2.403
H -2.377 -1.824 -0.658
C -1.213 1.295 1.822
H 3.154 0.225 -3.539
H -2.065 2.934 2.671
C -1.903 1.708 0.521
H 1.338 -1.336 -0.458
H 0.279 0.324 -0.359
H -0.618 -0.572 2.683
O 3.777 -0.864 -0.669
O 1.195 2.954 -0.052
H -2.978 1.495 0.622
O -0.320 -3.458 -1.161
H -2.980 1.373 3.026
O -3.087 -1.699 -0.019
H -3.908 -1.522 -0.477
H -0.168 1.623 1.850
H 3.147 -0.139 -2.097
H -3.648 0.783 -1.406
H 0.285 -2.736 -3.941
H 1.353 3.902 0.013
H -1.590 1.666 3.991
H 2.329 1.985 0.590
C -2.588 0.784 -1.652
```

Computed properties:
* energy above the lowest of the compared OMol25 structures with the same formula, charge and spin: 265.08 kJ/mol
* total charge: +1

***

An isolated molecule of C4H9NO3 in a non-equilibrium geometry. Source: the Open Molecules 2025 dataset; level of theory: ωB97M-V/def2-TZVPD.

The geometry in XYZ format:
```
17
C4H9NO3 (ωB97M-V/def2-TZVPD)
C -0.604 -0.396 0.843
H 1.273 -1.434 0.587
O -1.825 -0.504 0.774
H 0.296 -0.682 -2.729
C 0.295 -1.585 1.044
H 0.564 1.563 -1.618
H -0.169 -2.477 0.627
H -0.767 1.734 1.131
H -1.879 0.516 -0.794
C -0.028 0.562 -1.281
N 0.786 1.259 -0.181
C 0.035 0.998 1.050
O 0.514 -0.614 -1.790
H 0.696 1.074 1.917
H 1.690 0.801 -0.196
O -1.324 0.917 -1.504
H 0.447 -1.732 2.118
```

Computed properties:
* energy above the lowest of the compared OMol25 structures with the same formula, charge and spin: 447.32 kJ/mol
* structure (SMILES): CC(=O)CNC(O)O

***

A cluster of 6 separate species, C30H59BF3INO12 in total in a non-equilibrium geometry. Source: the Open Molecules 2025 dataset; level of theory: ωB97M-V/def2-TZVPD.

The geometry in XYZ format:
```
107
C30H59BF3INO12 (ωB97M-V/def2-TZVPD)
C 2.807 -1.627 0.367
C 0.811 0.469 9.273
H 0.319 2.795 7.296
C -2.070 5.518 -6.644
O 1.297 -3.748 0.046
H -6.919 0.146 4.460
H 1.919 -4.771 3.540
H 1.906 -3.281 -4.241
F 6.417 -1.340 -2.700
C 1.519 -2.740 2.388
C -3.410 1.381 4.614
C 5.948 -0.363 -1.801
H -0.753 1.975 -6.430
B 2.302 -3.068 0.950
C -0.878 -0.288 -4.051
C 1.452 -3.731 3.586
H -2.014 7.617 -7.073
H 2.166 0.707 6.291
C 0.405 -0.245 -3.228
O 0.966 2.904 9.281
H 2.556 1.461 -3.149
H -7.177 -0.054 2.714
H 0.981 -4.761 -2.573
C -2.280 4.162 -4.716
H 0.519 -1.196 -2.698
O 1.552 -0.096 -4.064
H -0.170 8.062 -4.278
C 4.994 -0.598 -0.768
H -4.353 -1.767 2.013
H 3.223 -1.399 -1.821
H 1.314 4.194 7.736
H -0.861 -4.652 -6.750
O -5.441 -0.869 3.481
C 0.525 3.526 8.084
H -1.720 -0.473 -3.378
H 1.084 -6.499 -2.890
C -0.761 0.944 -6.068
H -0.475 6.983 -6.474
H 0.364 0.553 -2.478
C 0.740 -3.384 4.944
C 1.006 -5.517 -3.366
H 1.795 0.375 9.745
H -0.258 -6.252 -4.973
C 2.035 1.239 -4.086
C -1.562 6.927 -6.354
H 3.404 -3.918 -4.941
H 3.202 -1.027 1.263
I 4.000 -4.473 1.384
H 0.185 -0.351 9.637
H -3.781 2.381 4.846
C 0.076 -0.994 3.967
O -3.390 1.232 3.202
C 3.822 -1.708 -0.883
H 1.228 1.963 -4.236
H -2.736 5.022 -4.217
C -0.272 -5.477 -4.199
O -1.125 0.962 -4.694
H -0.394 6.291 -4.160
H -1.322 7.381 -3.111
C -0.897 7.260 -4.109
H -0.424 0.022 4.093
H 3.207 -3.885 -3.175
O -1.446 4.556 -5.797
C -6.426 0.153 3.486
O 0.910 0.323 7.860
H 0.806 -0.514 1.844
H 0.737 -4.130 5.808
C -0.105 -4.140 -6.144
H -3.161 5.468 -6.553
H 2.889 -0.222 7.620
H 1.859 -1.066 0.006
H -1.506 0.379 -6.639
C 0.817 -1.349 2.631
F 5.165 0.229 0.396
H -1.667 3.627 -3.989
H -0.376 4.115 8.281
O 0.292 -5.398 0.838
H -5.991 1.143 3.321
H 0.230 0.510 -6.224
C 2.218 0.608 7.377
H 0.875 -4.593 -6.317
H -0.847 -1.104 -4.782
C 0.028 -2.015 5.124
C -3.218 -0.129 2.801
H -0.519 -1.763 6.087
H -2.396 1.279 5.013
H -2.746 -0.713 3.597
H -0.845 1.874 9.200
H -4.067 0.649 5.092
N 1.348 -5.084 0.354
H -3.064 3.491 -5.078
H 2.741 1.333 -4.913
H 0.033 1.829 10.737
O -0.478 -4.187 -4.774
O -1.953 7.363 -5.055
H -2.541 -0.126 1.942
H -0.064 -3.093 -6.449
H 2.614 1.538 7.794
C -4.544 -0.754 2.377
H 4.242 -2.744 -1.106
C 2.688 -4.037 -4.127
C 0.151 1.792 9.649
H -5.001 -0.184 1.561
F 6.483 0.962 -1.872
O 2.164 -5.357 -4.184
H -1.124 -5.674 -3.542
H -1.808 5.255 -7.674
```

Computed properties:
* total charge: -1

***

HOMO-LUMO gap values, unit eV, following the record order: 9.20; 8.68; 10.95; 8.89; 8.49; 7.59.
LUMO level values, unit eV, following the record order: 0.90; 0.90; -3.65; -2.28; 0.37; 2.18.